Entry 1:
Entry from the OMol25 dataset: C8H11NO2S2 in the gas phase (the ωB97M-V functional and the def2-TZVPD basis).

Summary:
- lowest unoccupied orbital energy (eV) = 0.33
- frontier orbital gap (hartree) = 0.35171
- total energy (eV) = -35725.7741
- relative energy (zero: lowest compared OMol25 entry of this formula, charge and spin) (kcal/mol) = 76.7
- 2S+1 = 1

Atoms and positions in Å:
1 C -1.7946 1.4749 2.5776
2 C -1.3364 0.2117 2.1172
3 C -0.8200 2.4155 2.3681
4 C -0.1255 0.3174 1.5125
5 C -1.2265 -0.6756 -1.2212
6 C -0.4165 -2.0003 -1.5656
7 C 0.2754 -0.7774 -1.3069
8 C 1.2957 -0.1456 -2.1738
9 N 1.9253 1.0271 -1.5324
10 O 2.1643 -0.5809 0.9559
11 O 0.3731 -2.2660 1.1867
12 S 0.4476 1.8707 1.4147
13 S 0.7953 -0.9793 0.7394
14 H -2.4731 1.5865 3.3787
15 H -1.6677 -0.8268 2.4955
16 H -0.9741 3.4880 2.4252
17 H -1.6307 -0.0177 -2.0962
18 H -1.5917 -0.6286 -0.1736
19 H -0.4555 -2.6368 -0.6573
20 H -0.3313 -2.5454 -2.5123
21 H 2.0928 -0.7929 -2.5453
22 H 0.6732 0.4643 -2.8686
23 H 2.0278 0.7738 -0.5818
24 H 2.7730 1.2437 -1.9363

Cartesian forces, eV/Å:
C 1.795 -0.885 0.773
C -0.489 -1.986 1.711
C -1.278 1.392 -1.139
C -0.215 -1.786 -0.836
C 0.944 0.389 -2.356
C -1.599 -0.885 0.870
C 1.117 -0.307 3.780
C -0.417 2.765 -0.213
N -2.554 -0.484 1.004
O 0.640 -0.091 -0.146
O -0.767 -0.667 0.435
S 0.906 1.032 -0.035
S 0.544 1.636 -1.959
H -1.308 0.211 0.162
H 0.048 1.877 -1.047
H 0.262 -0.108 0.555
H 0.257 -1.416 1.987
H -0.335 0.128 -1.381
H 0.010 -0.054 -1.094
H -0.374 0.607 0.203
H -0.735 -0.429 -0.390
H 0.409 -1.592 -0.975
H 1.016 0.202 0.957
H 2.121 0.452 -0.866

=====

Entry 2:
Entry from the OMol25 dataset: C8H11NO4S in the gas phase (the ωB97M-V functional and the def2-TZVPD basis).

Summary:
- lowest unoccupied orbital energy (eV) = -0.11
- frontier orbital gap (hartree) = 0.35253
- total energy (eV) = -28989.3212
- relative energy (zero: lowest compared OMol25 entry of this formula, charge and spin) (kcal/mol) = 10.2
- 2S+1 = 1

Atoms and positions in Å:
1 C 0.9548 1.6095 1.5154
2 H -0.1223 1.4392 1.3979
3 O 1.4861 0.7842 2.5268
4 C 1.1947 -0.5797 2.3968
5 C 1.9260 -1.2811 1.2374
6 H 2.2356 -2.2835 1.5393
7 H 2.8006 -0.6977 0.9341
8 O 1.0568 -1.4608 0.1148
9 C 1.3219 -0.8157 -1.0148
10 O 2.2599 -0.0965 -1.2073
11 C 0.2344 -1.1076 -2.0493
12 C -0.9807 -0.3233 -1.7278
13 N -1.4990 0.5231 -2.5231
14 C -2.6270 1.1572 -2.0566
15 O -3.2599 1.9840 -2.6454
16 C -3.0062 0.6654 -0.6392
17 H -3.0115 1.4991 0.0623
18 H -3.9951 0.2081 -0.6508
19 S -1.7679 -0.5470 -0.1707
20 H 0.5902 -0.8274 -3.0404
21 H 0.0030 -2.1734 -2.0029
22 H 1.5140 -1.0237 3.3417
23 H 0.1135 -0.7421 2.2697
24 H 1.1258 2.6339 1.8396
25 H 1.4522 1.4558 0.5524

Cartesian forces, eV/Å:
C -0.066 0.084 -0.037
H 0.033 0.028 -0.006
O 0.131 0.063 0.134
C 0.094 -0.240 -0.241
C 0.257 0.281 0.579
H -0.039 0.085 -0.059
H -0.113 -0.131 0.078
O -0.247 -0.314 0.106
C -0.032 0.043 -0.605
O 0.094 0.050 -0.024
C 0.551 -0.036 0.002
C -0.740 0.268 0.432
N 1.130 -0.204 -1.289
C -0.763 0.015 1.013
O 0.001 0.068 -0.105
C -0.075 -0.012 0.030
H -0.016 0.012 -0.081
H 0.012 0.085 -0.062
S -0.142 -0.066 0.107
H -0.036 -0.036 0.148
H -0.032 0.025 -0.047
H -0.050 -0.067 -0.098
H 0.096 -0.015 0.083
H -0.035 0.020 -0.076
H -0.013 -0.005 0.017

=====

Entry 3:
Entry from the OMol25 dataset: a molecular structure, C8H11NO5Pb (the ωB97M-V functional and the def2-TZVPD basis).

Summary:
- lowest unoccupied orbital energy (eV) = -8.61
- frontier orbital gap (hartree) = 0.27883
- total energy (eV) = -25430.4296
- total charge = +2
- relative energy (zero: lowest compared OMol25 entry of this formula, charge and spin) (kcal/mol) = 0.0
- 2S+1 = 1

Atoms and positions in Å:
1 Pb 0.2198 0.1706 -2.4692
2 C 0.1896 2.5035 -3.1497
3 O 0.1338 3.6439 -3.2797
4 C 0.1532 -0.9286 -4.9515
5 O 0.1522 -1.4766 -5.9575
6 C -2.3540 -0.0944 -2.4874
7 O -3.4331 -0.3049 -2.1538
8 C 2.7953 -0.0755 -2.4520
9 O 3.8897 -0.2750 -2.1769
10 H 0.1886 -3.3795 -0.8181
11 H 0.0834 -3.4660 -1.5575
12 C 0.0018 0.2495 3.5333
13 N -0.5256 0.4571 2.1882
14 C -1.8496 1.0533 2.1025
15 C 0.1179 0.1101 1.0679
16 C 1.4629 -0.5728 1.1464
17 O -0.4378 0.3902 -0.0485
18 H -0.7504 0.6475 4.2263
19 H 0.9444 0.7906 3.6803
20 H 0.1685 -0.8155 3.7394
21 H -1.8212 2.0060 1.5623
22 H -2.5603 0.3728 1.6163
23 H -2.1822 1.2437 3.1263
24 H 1.4045 -1.5693 0.6667
25 H 2.2334 0.0536 0.6545
26 H 1.7751 -0.7343 2.1913

Cartesian forces, eV/Å:
Pb -0.516 -1.563 2.125
C -0.298 6.234 -0.927
O 0.235 -4.525 0.478
C -0.041 -2.062 -4.186
O 0.004 1.812 3.382
C -5.092 -0.743 1.257
O 3.964 0.745 -1.251
C 5.215 -0.636 0.902
O -3.679 0.620 -0.930
H -0.050 0.009 -0.287
H 0.046 0.034 0.256
C 0.301 -0.142 0.532
N 0.674 -0.494 -1.080
C -0.551 0.307 -0.027
C -0.687 0.596 0.842
C 0.074 -0.077 0.287
O 0.598 -0.269 -0.664
H 0.533 -0.298 -0.097
H -0.262 -0.069 -0.007
H -0.154 0.280 0.028
H -0.010 -0.232 0.039
H 0.212 0.195 0.073
H -0.095 0.001 -0.415
H 0.031 0.542 0.099
H -0.401 -0.343 0.183
H -0.048 0.078 -0.613

=====

Entry 4:
Entry from the OMol25 dataset: a molecular structure, C8H11NOS2 (the ωB97M-V functional and the def2-TZVPD basis).

Summary:
- lowest unoccupied orbital energy (spin up / spin down) (eV) = 0.57 / -2.23
- frontier orbital gap (spin up / spin down) (hartree) = 0.28705 / 0.24722
- total energy (eV) = -33676.4534
- ⟨S²⟩ = 2.01
- relative energy (zero: lowest compared OMol25 entry of this formula, charge and spin) (kcal/mol) = 83.6
- 2S+1 = 3

Atoms and positions in Å:
1 C -0.6588 -0.1992 0.3079
2 C 1.7187 -1.3590 -0.0669
3 C -2.0730 -1.1116 1.7717
4 C -3.0739 -0.3916 0.6798
5 C 2.0692 0.8883 -0.1338
6 C 1.4572 -0.1999 -0.8871
7 C 1.2021 1.9864 0.4457
8 C 1.0607 -0.2639 -2.3287
9 N -0.7843 -0.8621 1.3297
10 O 1.5430 -2.5417 -0.2059
11 S -1.9576 0.3187 -0.5837
12 S 2.5916 -0.3878 1.2024
13 H -2.2624 -0.6422 2.8139
14 H -2.2724 -2.0969 1.7707
15 H -3.8101 -0.9919 0.1115
16 H -3.7420 0.4484 1.1688
17 H 2.9770 1.3452 -0.6950
18 H 1.6668 2.9123 0.4432
19 H 0.8992 1.8143 1.4625
20 H 0.3421 2.0536 -0.1836
21 H 1.6385 0.5781 -2.8689
22 H -0.0379 -0.2476 -2.6223
23 H 1.5062 -1.0500 -2.9318

Cartesian forces, eV/Å:
C 0.357 -0.641 1.665
C 0.525 -0.290 0.044
C -2.974 4.219 0.603
C -1.787 1.194 1.312
C 2.261 0.475 0.893
C 0.532 -1.816 -2.206
C -0.525 -1.044 -0.281
C 0.698 2.015 -1.559
N 2.305 0.675 -0.423
O -0.019 0.413 0.099
S -1.575 0.818 -0.891
S 0.135 0.492 -0.838
H 0.306 -0.899 -1.660
H -0.703 -3.522 0.364
H 0.565 -0.275 0.677
H 1.535 -1.492 -0.866
H -1.334 -0.839 0.904
H 1.154 1.786 -0.169
H -0.278 -0.401 0.324
H -0.841 0.383 -0.239
H -1.427 -0.482 0.856
H 1.205 0.219 0.687
H -0.115 -0.990 0.705

=====

Entry 5:
Entry from the OMol25 dataset: a molecular structure, C8H11NS2 (the ωB97M-V functional and the def2-TZVPD basis).

Summary:
- lowest unoccupied orbital energy (spin up / spin down) (eV) = -0.14 / 0.08
- frontier orbital gap (spin up / spin down) (hartree) = 0.25747 / 0.25262
- total energy (eV) = -31629.9960
- relative energy (zero: lowest compared OMol25 entry of this formula, charge and spin) (kcal/mol) = 90.1
- 2S+1 = 1

Atoms and positions in Å:
1 C -0.7530 0.9114 1.0272
2 C -0.4149 2.4941 -0.0321
3 C -0.9620 2.7140 2.4570
4 C 0.5117 1.9706 -1.0646
5 C 0.0754 0.4925 -1.2089
6 C -0.2331 -0.1953 0.1614
7 C -1.2616 -1.2880 -0.0505
8 C 1.1931 -0.5366 0.8382
9 N -1.0030 1.3734 2.2337
10 S -1.5496 3.3294 3.9062
11 S -0.4347 3.8224 1.1154
12 H 0.5258 2.3108 -2.1508
13 H 1.4891 2.2012 -0.6564
14 H -0.8365 0.4808 -1.8883
15 H 0.8327 -0.1856 -1.6900
16 H -2.1169 -0.6912 -0.3707
17 H -1.6486 -1.7472 0.9541
18 H -0.8654 -2.1166 -0.5892
19 H 1.7192 0.2669 1.1302
20 H 1.9133 -0.9277 0.0047
21 H 1.2277 -1.3628 1.6044
22 H -1.2786 0.7787 3.0826

Cartesian forces, eV/Å:
C 1.017 5.571 -5.270
C -1.688 -3.858 3.204
C -0.626 2.230 1.535
C -0.126 -0.229 -1.081
C 0.103 -1.043 -0.584
C 1.717 0.726 1.653
C -0.755 0.030 3.412
C -0.812 -4.911 -3.117
N 0.056 -1.355 1.134
S 0.391 -0.130 -0.579
S -0.434 -3.062 0.321
H -0.414 0.440 1.456
H 0.771 -0.661 -0.220
H 0.927 0.009 1.004
H -0.551 0.908 0.117
H -0.190 -0.894 -0.914
H 0.953 0.801 -1.484
H -0.192 -0.387 -1.095
H 1.296 3.187 1.527
H -1.400 0.275 1.169
H -0.500 1.067 -0.547
H 0.455 1.288 -1.642

=====

Entry 6:
Entry from the OMol25 dataset: C8H11OP3 in the gas phase (the ωB97M-V functional and the def2-TZVPD basis).

Summary:
- lowest unoccupied orbital energy (spin up / spin down) (eV) = -1.33 / -1.33
- frontier orbital gap (spin up / spin down) (hartree) = 0.21868 / 0.21876
- total energy (eV) = -38382.6729
- relative energy (zero: lowest compared OMol25 entry of this formula, charge and spin) (kcal/mol) = 14.7
- 2S+1 = 1

Atoms and positions in Å:
1 C -1.1456 -2.3085 -2.5323
2 C -1.7044 -2.2251 -1.2727
3 C -0.2817 -1.3408 -3.0272
4 C -1.3932 -1.1416 -0.4733
5 C 0.1496 -0.3591 -2.1684
6 C -0.4607 -0.2688 -0.8748
7 C 1.3807 0.2894 1.0024
8 C 1.8371 1.6255 2.8278
9 O 2.3036 0.6929 1.8654
10 P 0.8729 2.6806 -0.8755
11 P -1.7288 1.2730 1.5402
12 P 0.0923 1.1038 0.1599
13 H -1.4712 -3.1151 -3.1699
14 H -2.3955 -2.9274 -0.9591
15 H 0.0704 -1.5894 -3.9352
16 H -1.6945 -0.9916 0.5562
17 H 0.6432 0.5263 -2.5723
18 H 1.8679 -0.3565 0.2356
19 H 0.9046 1.2210 3.2843
20 H 1.5801 2.6215 2.4012
21 H 2.5759 1.8492 3.5538
22 H -1.1883 0.4261 2.4162
23 H -0.8147 2.3146 2.0175

Cartesian forces, eV/Å:
C -0.821 -0.246 0.322
C 0.624 1.054 -0.721
C -0.818 -0.782 3.377
C 0.029 -0.968 1.215
C -1.499 1.093 0.076
C 2.373 1.435 -2.332
C 2.816 -0.153 -1.353
C -1.862 0.639 -0.024
O -0.511 0.189 0.368
P 0.115 -0.747 1.115
P 0.877 2.751 -1.389
P -2.632 0.838 -0.723
H 0.107 -0.185 -0.149
H -1.243 -1.386 0.597
H 1.462 0.203 -3.277
H -0.741 -0.596 -0.077
H 0.567 -0.432 0.452
H -0.264 0.009 0.750
H 0.764 0.313 -0.015
H 0.107 -0.706 -0.437
H 0.873 -0.442 0.643
H 0.782 -1.586 1.427
H -1.105 -0.297 0.154